Entry 1:
Entry from the OMol25 dataset: a 2-piece molecular cluster, CH2ClF3N2 overall at a distorted geometry (ωB97M-V/def2-TZVPD).

DFT total energy	-908.47435	a.u.
orbital gap (spin up / spin down)	0.3274 / 0.3223	Ha
highest occupied orbital energy (spin up / spin down)	-10.371 / -10.245	eV
energy relative to the best compared isomer or geometry (same formula, charge and spin)	2.120	eV

Last column: natural (NBO) charge in e.
Element x y z (Å)
1 C 1.038 0.196 0.103  1.01
2 N -0.089 0.797 0.611  -0.48
3 N -1.686 -0.261 -0.171  -0.50
4 F 1.364 -1.024 0.589  -0.32
5 F 2.100 1.066 0.358  -0.34
6 F 0.981 0.182 -1.203  -0.31
7 Cl -1.286 -1.688 -0.941  0.20
8 H -0.319 0.351 1.519  0.37
9 H -2.103 0.382 -0.865  0.36



Entry 2:
Entry from the OMol25 dataset: a 3-piece molecular cluster, CH2ClFO2 overall at a distorted geometry (ωB97M-V/def2-TZVPD).

DFT total energy	-749.61335	a.u.
orbital gap (spin up / spin down)	0.3323 / 0.3323	Ha
highest occupied orbital energy (spin up / spin down)	-10.323 / -10.321	eV
energy relative to the best compared isomer or geometry (same formula, charge and spin)	6.728	eV

Last column: natural (NBO) charge in e.
Element x y z (Å)
1 C 1.283 -0.879 0.218  0.54
2 O 1.759 0.084 0.476  -0.13
3 O -1.086 0.015 0.179  -0.79
4 F 0.980 1.499 -0.323  -0.67
5 Cl -2.788 -0.099 -0.061  0.24
6 H -0.567 0.725 -0.217  0.53
7 H 0.419 -1.346 -0.273  0.28